Record 1
Density functional theory data (ωB97M-V with the def2-TZVPD basis set) for a single C2H12Si4 molecule at a distorted geometry.

The geometry in XYZ format:
```
18
Properties=species:S:1:pos:R:3:mulliken_charge:R:1
Si -2.012 -0.984 -2.283 0.18
Si 0.417 0.086 0.468 0.17
Si 1.673 0.453 -1.688 0.22
Si -1.075 -1.493 -0.349 0.11
C 1.327 -0.117 2.064 -1.04
C -0.547 1.792 0.806 -1.22
H -1.019 2.146 -0.118 0.31
H 0.165 2.511 1.075 0.37
H 1.501 -0.666 -2.721 -0.08
H 0.760 -0.879 2.567 0.31
H -1.844 0.562 -2.436 -0.04
H 1.399 0.852 2.613 0.28
H -3.452 -1.312 -2.532 -0.08
H 0.145 -2.490 -0.466 -0.06
H 2.327 -0.498 1.962 0.36
H -1.182 1.748 1.664 0.38
H -1.756 -2.222 0.928 -0.08
H 3.172 0.514 -1.555 -0.11
```

Computed properties:
**Charge**: 0
**LUMO energy (spin up / spin down)**: -1.1 / -1.6 eV
**Frontier orbital gap (spin up / spin down)**: 7.12 / 5.99 eV
**Calculated total energy**: -1241.1812 Eh
**HOMO level (spin up / spin down)**: -0.30181 / -0.27982 hartree

Record 2
Density functional theory data (ωB97M-V with the def2-TZVPD basis set) for a molecular structure, C11H5AuN6O7Se.

The geometry in XYZ format:
```
31
Properties=species:S:1:pos:R:3:mulliken_charge:R:1
Au -0.621 0.628 0.198 0.53
Se -2.773 -2.476 3.503 0.35
O 1.821 2.474 -7.160 -0.63
O 1.182 4.975 -3.006 -0.58
O 1.579 3.685 -1.327 -0.53
O 0.905 0.534 -7.346 -0.63
O -1.626 -0.377 -1.868 -0.65
O -0.427 1.939 -1.408 -0.87
O -1.029 -1.568 -3.555 -0.61
N -2.072 -1.410 2.275 -0.60
N -1.661 -1.956 4.783 -0.75
N 1.196 1.531 -6.715 1.03
N 1.194 3.889 -2.458 0.95
N -1.029 -0.527 -2.924 1.07
N -0.336 0.145 2.177 -0.46
C 0.794 1.592 -5.321 -0.40
C -0.298 0.602 -3.438 -0.30
C -0.032 1.731 -2.598 1.01
C 0.921 0.510 4.210 -0.70
C 0.748 2.743 -3.248 0.07
C 1.117 2.716 -4.564 -0.51
C 0.623 0.749 2.837 0.10
C -1.094 -0.764 2.859 0.83
C 0.194 -0.385 4.928 -0.38
C 0.110 0.535 -4.759 -0.39
C -0.858 -1.060 4.252 0.63
H 0.375 -0.605 5.971 0.45
H 1.661 3.541 -4.998 0.56
H 1.737 1.068 4.643 0.37
H -0.125 -0.339 -5.348 0.60
H 1.211 1.475 2.292 0.42
```

Computed properties:
**Charge**: 0
**LUMO energy**: -2.4 eV
**Frontier orbital gap**: 6.60 eV
**Calculated total energy**: -3814.2135 Eh
**HOMO level**: -0.32967 hartree

Record 3
Density functional theory data (ωB97M-V with the def2-TZVPD basis set) for a molecular structure, C26H34N5O2S4Ta.

The geometry in XYZ format:
```
72
Properties=species:S:1:pos:R:3:mulliken_charge:R:1
Ta 0.273 -0.384 -0.342 -1.91
S 2.894 0.230 -0.445 0.53
S -0.373 -2.740 -1.851 0.35
S 0.996 -0.116 -2.970 0.22
S -1.982 0.195 -1.528 0.28
O -1.811 -3.438 4.927 -0.52
O -0.575 0.390 3.557 -0.47
N -4.028 -3.949 4.753 -0.29
N -0.198 0.581 1.292 1.53
N 1.157 -1.652 1.266 1.29
N -1.457 -1.847 0.660 1.18
N 0.389 1.927 -0.720 1.13
C -0.294 2.664 0.188 0.41
C -2.441 -1.241 1.366 -0.48
C -2.850 -3.544 4.300 -0.04
C 4.152 -1.071 -0.527 -1.10
C 2.157 -3.600 2.216 -0.97
C -0.100 -0.068 2.570 -0.50
C 1.044 2.635 -1.684 -0.36
C 0.931 -2.091 3.620 -0.69
C 0.703 -1.323 2.503 1.00
C -0.444 4.035 0.106 -0.96
C -2.678 -3.078 2.869 0.41
C -0.829 1.891 1.341 -1.08
C -3.077 -1.812 2.448 -0.82
C -1.810 -3.784 2.042 -1.11
C -2.872 -1.348 -1.868 -0.83
C -1.228 -3.144 0.975 -0.57
C 3.278 0.913 1.183 -0.93
C 0.172 4.724 -0.922 -0.69
C -0.478 0.312 -3.967 -0.95
C 1.679 -3.262 3.473 -0.81
C 1.563 -1.737 -3.553 -0.32
C -2.055 -2.425 -2.548 -1.03
C 0.957 3.998 -1.815 -1.08
C -1.604 0.941 -3.147 -0.93
C 0.548 -2.858 -3.421 -1.06
C 1.869 -2.778 1.134 -0.68
H -3.245 -1.669 -0.903 0.26
H -1.393 1.988 -2.926 0.42
H -3.742 -1.084 -2.473 0.74
H -1.015 4.554 0.865 0.62
H -0.143 1.038 -4.708 0.67
H -4.106 -4.231 5.721 0.31
H -0.798 -0.575 -4.512 0.48
H 2.198 -3.038 0.137 0.61
H 2.607 1.752 1.356 0.24
H 2.431 -1.934 -2.927 -0.09
H -1.523 -4.802 2.273 0.56
H 1.050 -3.825 -3.461 0.56
H 2.744 -4.496 2.063 0.56
H -4.833 -4.063 4.159 0.21
H 3.177 0.157 1.960 0.25
H -3.801 -1.231 3.005 0.56
H -0.176 -2.850 -4.233 0.54
H -2.600 -3.369 -2.507 0.75
H 1.691 2.083 -2.356 0.64
H 4.226 -1.598 0.424 0.45
H 1.935 -1.617 -4.572 0.61
H 3.942 -1.755 -1.342 0.28
H -0.491 -3.673 0.386 0.58
H 1.512 4.492 -2.600 0.56
H 1.871 -3.896 4.330 0.55
H 5.092 -0.560 -0.735 0.49
H -2.536 0.927 -3.717 0.67
H -1.910 -2.187 -3.598 0.40
H -0.625 2.376 2.297 0.78
H -1.920 1.791 1.277 0.40
H -2.697 -0.226 1.088 0.45
H 0.521 -1.787 4.575 0.62
H 0.079 5.800 -1.006 0.51
H 4.303 1.280 1.141 0.56
```

Computed properties:
**Charge**: +4
**LUMO energy**: -13.6 eV
**Frontier orbital gap**: 5.94 eV
**Calculated total energy**: -3083.8632 Eh
**HOMO level**: -0.71867 hartree

Record 4
Density functional theory data (ωB97M-V with the def2-TZVPD basis set) for a single C4H9NO molecule.

The geometry in XYZ format:
```
15
Properties=species:S:1:pos:R:3:mulliken_charge:R:1
O 1.307 -1.585 0.186 -0.54
N -0.418 -0.086 -0.061 0.05
C -0.946 1.249 0.112 -1.05
C 1.926 0.628 0.139 -1.39
C 0.917 -0.287 0.072 1.01
C -1.391 -1.129 -0.317 -0.96
H -2.018 -1.314 0.569 0.31
H -1.766 1.248 0.844 0.31
H 2.244 -1.421 -0.044 0.36
H 1.895 1.595 -0.334 0.32
H 2.661 0.443 0.918 0.27
H -0.885 -2.055 -0.585 0.33
H -2.056 -0.824 -1.137 0.31
H -0.146 1.896 0.476 0.35
H -1.325 1.642 -0.839 0.31
```

Computed properties:
**Charge**: 0
**Structure (SMILES)**: C=C(O)N(C)C
**LUMO energy**: 0.9 eV
**Frontier orbital gap**: 8.43 eV
**Calculated total energy**: -287.7516 Eh
**HOMO level**: -0.27617 hartree

Record 5
Density functional theory data (ωB97M-V with the def2-TZVPD basis set) for a molecular structure, C20H37AsFeO2SSi at a distorted geometry.

The geometry in XYZ format:
```
63
Properties=species:S:1:pos:R:3:mulliken_charge:R:1
As -1.059 4.310 -0.600 0.70
Fe 0.740 0.830 -0.541 0.12
S 0.589 3.132 -1.205 -0.52
Si -1.063 -1.002 -0.683 0.61
O 2.449 -0.040 -0.708 -0.37
O 1.064 0.664 1.460 -0.20
C 4.611 -0.846 -0.382 -0.74
C -0.903 -2.738 1.570 -1.67
C -1.892 -1.796 0.864 2.23
C -2.273 -0.663 1.829 -1.66
C 0.730 -3.064 -1.489 -1.57
C 3.192 -0.382 1.547 0.23
C -3.151 -2.569 0.464 -1.79
C -0.358 -2.147 -2.069 2.19
C -1.942 3.758 1.039 -0.72
C 4.231 -0.871 2.366 -0.76
C 1.980 0.139 2.126 1.18
C 5.599 -1.303 0.450 -0.41
C 5.406 -1.333 1.839 -0.83
C 3.372 -0.397 0.127 0.23
C 1.774 0.072 3.613 -1.78
C 0.270 -1.241 -3.139 -1.82
C -1.461 -2.993 -2.713 -1.78
C -0.559 6.150 -0.299 -1.07
C -2.417 4.385 -1.980 -1.00
C -2.216 0.337 -1.442 -1.47
H -3.867 -1.939 -0.070 0.36
H -1.837 2.686 1.185 0.01
H 6.180 -1.710 2.493 0.41
H -1.470 6.707 -0.084 0.39
H -1.679 0.953 -2.168 0.32
H -1.480 4.284 1.873 0.41
H -3.266 4.961 -1.613 0.42
H -1.997 4.873 -2.857 0.36
H -3.067 -0.123 -1.951 0.51
H 1.451 -2.506 -0.887 0.15
H -1.293 -3.010 2.554 0.51
H 6.538 -1.642 0.033 0.42
H 0.798 0.482 3.859 0.30
H -1.032 -3.571 -3.537 0.46
H 0.300 -3.850 -0.869 0.32
H 0.075 -2.270 1.709 0.25
H -1.413 -0.023 2.050 0.12
H -2.627 -1.089 2.771 0.55
H -2.269 -2.381 -3.120 0.35
H 1.273 -3.546 -2.307 0.52
H -2.732 3.377 -2.241 0.28
H -0.486 -0.659 -3.671 0.33
H 1.833 -0.959 3.961 0.43
H 2.544 0.649 4.126 0.51
H 1.004 -0.552 -2.706 0.28
H -0.758 -3.659 1.007 0.34
H -2.996 4.023 0.978 0.39
H -1.892 -3.702 -2.007 0.36
H -0.066 6.559 -1.177 0.37
H 0.795 -1.857 -3.873 0.55
H 0.118 6.212 0.550 0.36
H 4.112 -0.879 3.441 0.38
H -2.605 0.997 -0.662 0.33
H -2.918 -3.427 -0.164 0.35
H 4.732 -0.811 -1.457 0.47
H -3.073 -0.041 1.422 0.34
H -3.644 -2.946 1.364 0.46
```

Computed properties:
**Charge**: +1
**Expectation value of S²**: 0.86
**LUMO energy (spin up / spin down)**: -3.5 / -3.9 eV
**Frontier orbital gap (spin up / spin down)**: 7.22 / 6.90 eV
**Calculated total energy**: -5121.6793 Eh
**HOMO level (spin up / spin down)**: -0.39334 / -0.39720 hartree
**2S+1**: 2

Record 6
Density functional theory data (ωB97M-V with the def2-TZVPD basis set) for a molecular structure, C6H6 at a distorted geometry.

The geometry in XYZ format:
```
12
Properties=species:S:1:pos:R:3:mulliken_charge:R:1
C -0.853 -1.222 -1.573 -0.28
C 0.566 1.107 -1.038 -1.02
C -0.715 -0.442 -0.657 -0.36
C 0.459 -0.925 2.580 0.31
C 0.182 -0.274 1.594 -0.63
C -0.311 0.424 0.367 -0.08
H -0.070 1.568 -1.832 0.31
H 0.928 1.739 -0.261 0.41
H 1.363 0.548 -1.554 0.32
H 0.737 -1.539 3.423 0.40
H -1.258 -2.184 -1.725 0.33
H -1.028 1.201 0.674 0.29
```

Computed properties:
**Charge**: 0
**LUMO energy**: 0.9 eV
**Frontier orbital gap**: 9.32 eV
**Calculated total energy**: -231.9737 Eh
**HOMO level**: -0.30993 hartree